10
Properties=species:S:1:pos:R:3 method="wB97M-V/def2-TZVPD" total_energy_ha=-280.47802 e_lumo_ev="-9.1 / -9.1" e_above_lowest_kcal_mol=94.8 charge=+1 orbital_gap_ev="7.94 / 7.93"
C -0.508 0.540 1.869
C -0.429 -0.081 -0.064
C 0.711 0.125 -1.063
N -0.226 -0.826 2.124
N -0.183 -1.221 0.966
N -0.614 1.042 0.803
H -1.443 -0.252 -0.668
H 0.370 1.000 -1.681
H 0.700 -0.745 -1.665
H 1.621 0.418 -0.620

---

80
Properties=species:S:1:pos:R:3 method="wB97M-V/def2-TZVPD" total_energy_ha=-4662.15447 e_lumo_ev="-0.2 / 0.2" e_above_lowest_kcal_mol=48.7 charge=0 orbital_gap_ev="9.04 / 9.59" spin_multiplicity=4
Cr 0.037 -0.143 -0.034
C 1.853 1.895 1.679
O 0.686 2.504 2.149
O 1.528 0.801 0.938
C 2.832 2.850 0.917
F 3.846 2.214 0.348
F 2.189 3.620 -0.002
F 3.341 3.727 1.836
C 0.754 3.363 3.262
C 0.491 2.665 4.612
H -0.428 2.081 4.541
H 1.317 1.998 4.860
H 0.368 3.442 5.365
H -0.107 4.025 3.139
H 1.659 3.966 3.348
H 2.430 1.528 2.538
C -2.730 -0.622 -1.886
O -2.380 0.433 -2.815
O -1.687 -0.777 -1.063
C -4.146 -0.378 -1.303
F -4.202 0.493 -0.290
F -4.991 -0.002 -2.304
F -4.663 -1.558 -0.889
C -2.961 0.399 -4.114
C -2.116 1.255 -5.056
H -2.133 2.294 -4.722
H -1.055 1.001 -5.040
H -2.473 1.068 -6.068
H -4.003 0.706 -4.156
H -2.897 -0.615 -4.527
H -2.853 -1.503 -2.532
C 4.001 -1.472 -0.237
F 4.998 -2.165 -0.735
F 3.266 -2.255 0.544
F 4.442 -0.459 0.476
S 2.911 -0.762 -1.644
O 2.954 0.667 -1.575
O 3.424 -1.269 -2.879
N 1.235 -1.226 -1.176
S 1.091 -2.662 -1.903
O 2.226 -3.559 -1.910
O -0.142 -3.243 -1.427
C 0.680 -2.217 -3.717
F 0.250 -0.969 -3.825
F 1.720 -2.413 -4.511
F -0.269 -3.047 -4.142
C 0.283 -1.325 3.728
C 0.786 -1.941 2.412
C 1.058 -3.447 2.581
O 1.182 -4.009 1.310
C 1.540 -5.369 1.269
N -0.278 -1.711 1.364
H 0.079 -0.257 3.650
H 0.949 -1.442 4.583
H -0.637 -1.862 3.986
H 1.675 -1.391 2.107
H 0.167 -3.913 3.047
H 1.768 -3.702 3.377
H 2.078 -5.521 0.339
H 0.767 -6.142 1.383
H 2.137 -5.633 2.153
H -1.155 -1.938 1.840
H -0.172 -2.607 0.854
C -1.062 3.630 -1.820
C -0.636 2.590 -0.753
C -1.677 2.222 0.279
O -1.320 1.036 0.964
C -2.260 0.698 1.952
N -0.044 1.453 -1.491
H -0.175 3.796 -2.430
H -1.527 4.546 -1.457
H -1.793 3.185 -2.504
H 0.133 3.110 -0.177
H -2.695 2.215 -0.125
H -1.693 3.085 0.954
H -3.230 0.343 1.598
H -2.533 1.586 2.537
H -1.832 0.017 2.680
H 0.626 1.863 -2.135
H -0.799 1.156 -2.125

---

17
Properties=species:S:1:pos:R:3 method="wB97M-V/def2-TZVPD" total_energy_ha=-309.82026 e_lumo_ev=1.2 e_above_lowest_kcal_mol=13.9 charge=0 orbital_gap_ev=10.90 smiles=C[C@H]1OC[C@H]2C[C@H]21
C 0.692 -0.894 -1.891
C 0.113 0.111 -0.920
O -1.213 -0.240 -0.548
C -1.550 0.639 0.516
C -0.275 0.761 1.341
C 0.421 -0.548 1.566
C 0.820 0.326 0.410
H 0.086 -0.928 -2.802
H 0.744 -1.898 -1.460
H 1.704 -0.577 -2.168
H 0.083 1.096 -1.421
H -1.845 1.619 0.108
H -2.398 0.209 1.058
H -0.148 1.593 2.027
H -0.147 -1.456 1.376
H 1.115 -0.607 2.400
H 1.799 0.795 0.408

---

32
Properties=species:S:1:pos:R:3 method="wB97M-V/def2-TZVPD" total_energy_ha=-994.69063 e_lumo_ev=0.4 e_above_lowest_kcal_mol=72.7 charge=0 orbital_gap_ev=10.64 smiles="CCCCCCCCOS(N)(=O)=O"
C -0.924 -2.515 -0.866
C -1.256 -1.880 0.509
C -2.404 -0.855 0.712
C -2.334 0.364 -0.267
C -1.007 1.147 -0.638
C -0.433 1.970 0.608
C 0.810 2.678 0.209
C 1.726 1.753 -0.652
O 2.243 0.894 0.514
S 2.827 -0.573 -0.043
N 2.922 -1.530 1.205
O 1.684 -1.013 -0.938
O 4.192 -0.531 -0.488
H -0.217 -3.254 -0.470
H -0.480 -1.856 -1.653
H -2.008 -2.793 -1.481
H -1.410 -2.742 1.244
H -0.344 -1.207 0.557
H -2.343 -0.496 1.787
H -3.428 -1.112 0.496
H -3.167 1.004 -0.021
H -2.702 0.068 -1.288
H -0.916 1.717 -1.680
H -0.330 0.337 -0.952
H -1.317 2.619 0.973
H -0.294 1.382 1.492
H 0.503 3.753 -0.288
H 1.242 2.865 1.159
H 2.686 2.177 -1.313
H 1.098 1.218 -1.537
H 2.041 -2.320 1.084
H 3.337 -1.270 2.029

---

11
Properties=species:S:1:pos:R:3 method="wB97M-V/def2-TZVPD" total_energy_ha=-1667.50726 e_lumo_ev="-1.2 / -2.6" e_above_lowest_kcal_mol=103.0 charge=0 orbital_gap_ev="8.50 / 6.74"
C 0.805 0.431 -0.881
O -1.924 0.551 1.787
Si 1.915 -0.400 0.355
P -1.989 0.385 0.300
Cl -3.349 1.543 -0.607
Cl -2.648 -1.567 -0.202
H 0.323 1.386 -0.761
H 0.654 -0.248 -1.683
H 2.593 -1.345 -0.645
H 2.635 0.504 1.212
H 0.985 -1.240 1.126

---

8
Properties=species:S:1:pos:R:3 method="wB97M-V/def2-TZVPD" total_energy_ha=-551.82021 e_lumo_ev="0.9 / -2.9" e_above_lowest_kcal_mol=47.4 charge=0 orbital_gap_ev="5.24 / 9.02" spin_multiplicity=3
C 0.711 -0.857 -0.219
C -1.619 1.037 1.898
O -1.432 1.809 1.092
S 0.702 0.881 -0.785
H 0.496 -0.859 0.802
H 1.589 -1.463 -0.391
H -0.156 -1.155 -0.704
H -0.290 0.607 -1.694

---

12
Properties=species:S:1:pos:R:3 method="wB97M-V/def2-TZVPD" total_energy_ha=-1312.38713 e_lumo_ev=-0.5 e_above_lowest_kcal_mol=45.8 charge=0 orbital_gap_ev=8.41 smiles="CC=S.S=CS"
C 1.102 0.893 -0.403
C 2.134 0.123 0.354
S 2.764 -1.300 -0.070
H 1.491 1.884 -0.657
H 0.224 1.056 0.231
H 0.803 0.373 -1.316
H 2.470 0.595 1.282
S -3.912 -0.509 -0.038
C -2.394 -0.994 -0.319
S -0.963 -0.626 0.588
H -2.152 -1.636 -1.165
H -1.567 0.142 1.512

---

97
Properties=species:S:1:pos:R:3 method="wB97M-V/def2-TZVPD" total_energy_ha=-3173.42779 e_lumo_ev="-11.7 / -11.9" charge=+3 orbital_gap_ev="4.95 / 4.08" spin_multiplicity=2
C 2.334 -1.128 -1.585
C 1.710 0.930 -2.532
C 3.364 -1.304 -2.505
C 2.548 0.642 -3.644
C 3.430 -0.427 -3.596
H 4.073 -2.122 -2.337
H 2.444 1.267 -4.533
H 4.166 -0.625 -4.375
N 1.535 -0.055 -1.548
P 0.439 -2.434 0.126
P 0.238 2.454 -0.752
C 2.089 -2.227 -0.562
H 2.386 -3.185 -1.003
H 2.787 -2.048 0.264
C -1.622 -0.474 0.837
O -2.483 -0.752 1.596
C 1.172 2.249 -2.307
H 0.885 2.868 -3.195
C -1.542 3.356 -0.785
C 1.697 3.596 -0.120
C -0.444 -3.625 -1.095
C 0.762 -3.374 1.781
C -2.648 2.427 -0.255
H -2.497 2.149 0.796
H -3.598 2.980 -0.325
H -2.761 1.512 -0.851
C -1.538 4.618 0.069
H -1.369 4.380 1.122
H -0.804 5.358 -0.261
H -2.528 5.090 -0.002
C -1.845 3.665 -2.247
H -2.794 4.224 -2.322
H -1.059 4.251 -2.749
H -2.004 2.719 -2.776
C 1.452 4.034 1.326
H 1.232 3.157 1.949
H 2.342 4.534 1.749
H 0.608 4.723 1.427
C 3.016 2.792 -0.122
H 2.904 1.853 0.435
H 3.345 2.544 -1.135
H 3.824 3.376 0.357
C 1.760 4.780 -1.114
H 1.564 4.455 -2.144
H 1.023 5.558 -0.884
H 2.764 5.234 -1.135
C -0.598 -3.710 2.416
H -0.435 -4.134 3.422
H -1.238 -2.822 2.523
H -1.157 -4.459 1.839
C 1.541 -2.443 2.719
H 2.542 -2.215 2.333
H 1.022 -1.498 2.892
H 1.672 -2.943 3.692
C 1.612 -4.650 1.646
H 2.524 -4.477 1.061
H 1.924 -4.963 2.655
H 1.072 -5.498 1.215
C -0.024 -3.212 -2.509
H 1.028 -3.451 -2.706
H -0.635 -3.753 -3.247
H -0.174 -2.142 -2.675
C -1.964 -3.454 -0.913
H -2.309 -2.469 -1.255
H -2.468 -4.220 -1.529
H -2.278 -3.593 0.134
C -0.113 -5.112 -0.912
H 0.966 -5.308 -0.966
H -0.524 -5.530 0.018
H -0.586 -5.668 -1.738
V -0.199 -0.027 -0.235
N -1.496 -0.248 -1.910
C -2.326 -0.558 -2.734
C -2.458 -0.032 -4.223
C -1.546 1.106 -4.679
C -1.923 -1.222 -5.019
C -3.911 0.423 -4.428
H -1.751 2.073 -4.233
H -0.494 0.893 -4.480
H -1.623 1.291 -5.762
H -2.214 -2.195 -4.614
H -2.128 -1.163 -6.094
H -0.832 -1.174 -4.912
H -4.096 0.810 -5.446
H -4.647 -0.349 -4.176
H -4.112 1.265 -3.746
C 1.097 1.387 5.059
N 0.203 0.660 4.135
C -0.852 -0.188 4.750
C 0.364 0.735 2.846
N 0.578 0.737 1.675
H 0.796 1.151 6.085
H 1.015 2.471 4.899
H 2.143 1.083 4.910
H -1.828 0.021 4.291
H -0.625 -1.259 4.619
H -0.889 0.038 5.821

---

54
Properties=species:S:1:pos:R:3 method="wB97M-V/def2-TZVPD" total_energy_ha=-1815.57392 e_lumo_ev=0.4 e_above_lowest_kcal_mol=0.0 charge=0 orbital_gap_ev=9.65 smiles="C#CC[Si@@H](Cl)B(O)O.CC(C)=O.CC(C)=O.CC(C)=O.CC(C)=O"
C 2.562 0.734 2.982
C 2.764 -0.129 2.170
C 3.035 -1.187 1.211
Si 3.055 -2.773 2.252
Cl 2.799 -4.479 1.103
B 4.830 -2.789 3.245
O 4.947 -3.118 4.577
O 5.957 -2.385 2.546
H 2.454 1.374 3.826
H 4.018 -1.010 0.770
H 2.286 -1.212 0.417
H 1.952 -2.646 3.226
H 4.712 -4.040 4.740
H 6.074 -1.428 2.529
C -0.271 1.142 0.239
C -0.139 0.110 -0.851
C -0.047 0.616 -2.264
O -0.108 -1.077 -0.594
H -0.323 0.639 1.203
H 0.592 1.808 0.226
H -1.172 1.737 0.089
H 0.818 1.271 -2.371
H -0.938 1.189 -2.524
H 0.050 -0.226 -2.947
C 1.575 4.759 1.873
C 0.151 4.702 1.372
C -0.934 5.021 2.372
O -0.106 4.409 0.228
H 2.257 4.508 1.064
H 1.803 5.760 2.242
H 1.711 4.050 2.692
H -0.801 6.033 2.759
H -0.886 4.324 3.210
H -1.907 4.944 1.893
C -2.955 1.908 -6.719
C -2.584 1.471 -5.322
C -3.148 0.151 -4.854
O -1.871 2.146 -4.617
H -2.491 2.867 -6.937
H -2.616 1.168 -7.445
H -4.039 2.002 -6.805
H -2.815 -0.653 -5.513
H -4.238 0.182 -4.873
H -2.812 -0.056 -3.840
C -2.919 -3.904 2.255
C -2.761 -4.574 0.909
C -1.498 -4.259 0.149
O -3.607 -5.318 0.471
H -3.862 -4.205 2.705
H -2.096 -4.190 2.913
H -2.901 -2.820 2.136
H -0.626 -4.565 0.728
H -1.428 -3.188 -0.049
H -1.502 -4.796 -0.797

---

24
Properties=species:S:1:pos:R:3 method="wB97M-V/def2-TZVPD" total_energy_ha=-426.51671 e_lumo_ev=0.8 e_above_lowest_kcal_mol=35.2 charge=0 orbital_gap_ev=9.13 smiles=Cc1ccc(O)cc1.CC
C -1.346 0.927 -2.770
C -0.450 -0.042 -2.103
C 0.129 0.419 -0.922
C 0.940 -0.376 -0.096
C 1.340 -1.579 -0.646
O 2.323 -2.257 0.028
C 0.916 -2.012 -1.914
C 0.197 -1.140 -2.689
H -2.182 0.649 -3.443
H -0.845 1.576 -3.531
H -1.870 1.692 -2.181
H 0.179 1.489 -0.773
H 1.434 0.020 0.776
H 2.924 -2.702 -0.550
H 1.499 -2.855 -2.268
H 0.022 -1.174 -3.762
C -0.848 1.222 4.038
C -0.472 0.636 2.673
H -0.177 2.035 4.345
H -1.858 1.616 4.140
H -0.782 0.442 4.801
H 0.613 0.500 2.593
H -1.010 -0.299 2.484
H -0.675 1.216 1.770

---

121
Properties=species:S:1:pos:R:3 method="wB97M-V/def2-TZVPD" total_energy_ha=-2244.19774 e_lumo_ev="2.3 / 1.9" charge=-1 orbital_gap_ev="6.57 / 6.17" spin_multiplicity=3
C -2.825 0.927 7.002
C -1.971 1.725 6.249
C -2.252 1.901 4.720
O -2.280 0.531 4.286
B -1.975 0.550 2.849
C -1.525 -0.818 2.096
C -1.723 -0.583 0.525
C -0.540 -1.302 -0.268
C -0.470 -0.701 -1.719
C 0.582 -1.474 -2.615
O 1.544 -2.228 -1.847
C 2.562 -1.433 -1.371
C 3.753 -2.157 -0.659
O 2.601 -0.232 -1.476
O -1.064 1.741 2.749
C -1.110 2.642 3.795
C 0.242 2.987 4.543
C 1.036 4.121 3.745
C 2.596 3.807 3.687
C 2.798 2.499 2.818
N 3.580 2.699 1.579
C 4.636 1.837 1.321
C 5.186 2.255 0.017
C 4.342 3.410 -0.400
C 3.321 3.673 0.624
O -1.704 3.956 3.604
C -1.986 4.273 2.234
C -3.459 3.819 1.887
H -3.914 1.180 7.126
H -2.476 0.027 7.570
H -1.116 2.183 6.799
H -3.266 2.302 4.415
H -3.014 0.942 2.345
H -0.424 -1.048 2.237
H -2.183 -1.640 2.489
H -2.716 -0.955 0.163
H -1.673 0.516 0.267
H 0.403 -1.039 0.286
H -0.702 -2.418 -0.264
H -0.203 0.386 -1.627
H -1.454 -0.754 -2.266
H -0.002 -2.218 -3.230
H 1.066 -0.791 -3.367
H 3.658 -3.266 -0.785
H 4.699 -1.797 -1.131
H 3.809 -1.893 0.431
H -0.045 3.450 5.526
H 0.873 2.072 4.713
H 0.824 5.143 4.140
H 0.686 4.049 2.672
H 3.209 4.682 3.361
H 2.882 3.540 4.746
H 3.233 1.662 3.430
H 1.778 2.132 2.495
H 5.015 1.005 1.945
H 6.023 1.797 -0.545
H 4.466 3.962 -1.363
H 2.537 4.454 0.639
H -1.991 5.405 2.176
H -1.212 3.934 1.502
H -3.541 2.806 1.431
H -4.050 3.925 2.841
H -3.886 4.615 1.202
C -1.430 4.511 -5.590
C -0.972 4.317 -4.118
C -0.199 5.559 -3.636
C 1.210 5.665 -4.207
C 1.986 4.373 -3.971
C 1.248 3.129 -4.481
N -0.169 3.063 -4.010
O -0.154 2.699 -2.734
C 1.290 3.112 -6.027
C 2.048 1.878 -4.075
C -2.286 4.246 -3.314
H -2.480 4.803 -5.656
H -0.860 5.285 -6.108
H -1.352 3.587 -6.166
H -0.125 5.544 -2.542
H -0.760 6.465 -3.887
H 1.176 5.901 -5.276
H 1.736 6.497 -3.731
H 2.967 4.452 -4.448
H 2.179 4.275 -2.896
H 0.705 2.281 -6.427
H 2.317 2.986 -6.379
H 0.933 4.035 -6.482
H 2.211 1.817 -2.999
H 3.039 1.886 -4.537
H 1.542 0.965 -4.398
H -2.875 3.369 -3.595
H -2.895 5.133 -3.502
H -2.117 4.215 -2.236
C -2.479 -5.483 0.158
C -1.185 -5.772 0.969
C 0.053 -5.615 0.066
C 0.246 -6.763 -0.916
C 0.228 -8.105 -0.190
C -1.020 -8.296 0.684
N -1.279 -7.132 1.584
O -0.405 -7.192 2.581
C -2.245 -8.541 -0.228
C -0.877 -9.612 1.471
C -1.137 -4.648 2.022
H -2.859 -4.477 0.342
H -2.324 -5.563 -0.921
H -3.293 -6.155 0.437
H 0.953 -5.540 0.688
H -0.009 -4.673 -0.487
H -0.524 -6.739 -1.694
H 1.202 -6.644 -1.434
H 0.300 -8.911 -0.925
H 1.129 -8.177 0.430
H -3.164 -8.602 0.357
H -2.137 -9.487 -0.765
H -2.374 -7.778 -0.994
H 0.029 -9.638 2.078
H -0.818 -10.463 0.788
H -1.736 -9.774 2.127
H -1.983 -4.714 2.712
H -1.178 -3.671 1.538
H -0.216 -4.658 2.606

---

14
Properties=species:S:1:pos:R:3 method="wB97M-V/def2-TZVPD" total_energy_ha=-415.82629 e_lumo_ev=-0.5 e_above_lowest_kcal_mol=134.5 charge=0 orbital_gap_ev=9.49
C 1.596 -0.254 0.073
C -0.237 1.455 -0.313
C -0.860 0.373 0.538
C -2.242 -0.118 -0.035
H 0.972 -2.152 -0.840
H 2.664 -2.002 0.208
H 0.623 2.108 0.147
H -0.827 1.818 -1.098
H -0.618 0.158 1.636
H -2.671 0.730 -0.930
N 1.941 -1.398 -0.420
N 0.310 0.090 -0.642
O 2.139 0.387 1.104
O -2.789 -1.195 0.574

---

Number 1: maximum force 0.0639 hartree/bohr. Number 2: maximum force 0.0949 hartree/bohr. Number 3: maximum force 0.0047 hartree/bohr. Number 4: maximum force 0.1493 hartree/bohr. Number 5: maximum force 0.0471 hartree/bohr. Number 6: maximum force 0.0840 hartree/bohr. Number 7: maximum force 0.0437 hartree/bohr. Number 8: maximum force 0.1452 hartree/bohr. Number 9: maximum force 0.0171 hartree/bohr. Number 10: maximum force 0.0718 hartree/bohr. Number 11: maximum force 0.0882 hartree/bohr. Number 12: maximum force 0.1700 hartree/bohr.